Molecular formula: C3H3NiO2
Method: DFT, wB97M-V/def2-TZVPD

calculated total energy: -1774.44020 hartree
spin multiplicity: 3
LUMO energy (spin up / spin down): -4.84 / -6.97 eV
expectation value of S²: 2.012
total charge: +1
E_HOMO (spin up / spin down): -14.67 / -13.75 eV

Each line ends with the Löwdin spin population.
CARTESIAN COORDINATES (ANGSTROEM)
C 2.5535 1.4215 0.3467  0.71
C 1.6400 0.2766 0.5990  0.11
H 0.9693 0.3481 1.4679  0.01
H 2.7025 2.1792 1.1192  0.04
H 1.1347 -0.0723 -0.3163  0.01
O 4.8701 -0.2538 0.5375  0.07
C 3.7599 0.3323 0.7013  0.04
O 2.7231 -0.6479 0.9325  0.04
Ni 4.0863 -1.9417 0.9810  0.97

Atoms 1-2, force components in eV/Å:
3.5028 -1.2493 2.8831
-1.1561 -0.5607 -0.5720